Record 1
{
  "formula": "C4H9N3S",
  "method": "wB97M-V/def2-TZVPD",
  "relative_energy_kcal_mol": 47.2,
  "lumo_ev": 0.6,
  "total_energy_ha": -720.1981,
  "homo_energy_ev": -8.666,
  "smiles": "[H]/N=C/N/C=N\\CCS",
  "species": ["H", "N", "C", "N", "C", "N", "C", "C", "S", "H", "H", "H", "H", "H", "H", "H", "H"],
  "xyz": [[-2.497, 3.579, -1.173], [-1.772, 2.995, -0.855], [-2.038, 1.716, -0.855], [-1.278, 0.702, -0.299], [-0.054, 0.940, 0.233], [0.726, 0.047, 0.658], [0.350, -1.298, 0.285], [1.651, -2.055, 0.700], [3.059, -1.425, -0.146], [-3.042, 1.269, -1.166], [-1.510, -0.316, -0.690], [0.192, 2.007, 0.509], [0.325, -1.429, -0.822], [-0.402, -1.685, 0.948], [1.874, -1.824, 1.827], [1.401, -3.154, 0.748], [3.014, -0.069, 0.097]],
  "forces_ev_per_a": [[-1.2, 0.4, -0.6], [1.5, -3.8, 0.9], [-2.2, 2.1, -0.2], [-1.3, -2.0, -2.5], [1.0, 1.7, 2.0], [-0.6, 0.5, -0.7], [3.5, -0.6, 0.6], [-1.5, -0.2, 3.4], [1.6, -0.1, -1.3], [1.2, 0.8, 0.0], [0.8, 3.2, 1.4], [-0.6, -1.1, -0.7], [-0.9, 0.0, 0.6], [-1.1, -0.2, -0.3], [-0.8, -0.3, -1.9], [1.2, 0.9, -0.9], [-0.5, -1.1, 0.2]],
  "lowdin_charge": [0.012, 0.081, -0.288, 0.012, -0.249, -0.030, -0.335, -0.636, 0.673, 0.131, 0.186, 0.146, 0.118, 0.110, 0.091, 0.090, -0.112]
}

***

Record 2
{
  "formula": "C4H9N4O4S3",
  "method": "wB97M-V/def2-TZVPD",
  "total_charge": -1,
  "relative_energy_kcal_mol": 0.0,
  "lumo_ev": 3.0,
  "total_energy_ha": -1872.4061,
  "homo_energy_ev": -5.089,
  "smiles": "NC(N)=NN([C@H](CS)C(=O)O)S(=O)(=O)[S-]",
  "species": ["N", "C", "N", "N", "N", "C", "C", "S", "C", "O", "O", "S", "O", "O", "S", "H", "H", "H", "H", "H", "H", "H", "H", "H"],
  "xyz": [[-1.674, -2.146, 0.288], [-1.497, -0.844, 0.675], [-2.567, -0.244, 1.292], [-0.387, -0.364, 0.424], [-0.013, 0.873, 0.900], [1.463, 1.102, 0.667], [1.781, 1.056, -0.757], [3.596, 1.417, -1.112], [2.222, -0.016, 1.539], [3.314, 0.191, 1.989], [1.529, -1.129, 1.718], [-0.853, 2.365, 0.418], [-1.951, 2.458, 1.384], [0.183, 3.382, 0.605], [-1.464, 2.267, -1.421], [-1.488, -2.335, -0.740], [-1.012, -2.776, 0.711], [-3.452, -0.338, 1.000], [-2.313, 0.711, 1.571], [1.699, 2.018, 1.321], [1.544, 0.032, -1.279], [1.343, 1.811, -1.356], [3.928, 0.925, -0.003], [0.788, -1.086, 1.139]],
  "forces_ev_per_a": [[-0.9, -3.5, -2.7], [-3.6, 0.3, 0.3], [5.2, 1.1, 1.7], [2.5, 1.6, -0.7], [0.8, 2.0, -0.1], [-0.5, -0.8, 4.0], [2.1, -1.8, -2.8], [-1.5, 0.6, -1.8], [-1.0, 1.0, -1.3], [0.3, -0.2, 0.3], [3.2, -0.7, 2.1], [0.1, 1.2, 0.7], [0.3, -0.1, -0.3], [-0.7, -0.8, 0.0], [-0.1, -0.4, -0.2], [-0.5, 0.9, 1.6], [0.1, 0.0, 0.6], [-3.6, -1.0, -1.4], [-0.6, -0.1, -0.1], [-0.1, -1.1, -1.9], [0.3, 1.9, 1.3], [-1.0, 0.7, -0.2], [1.2, -1.0, 2.2], [-2.0, 0.0, -1.5]],
  "lowdin_charge": [0.086, -0.548, 0.197, 0.015, -0.200, -0.318, -0.491, 0.718, -0.489, 0.073, 0.126, 0.171, -0.448, -0.416, 0.198, 0.119, 0.074, 0.047, 0.042, 0.168, 0.120, 0.000, -0.237, -0.006]
}

***

Record 3
{
  "formula": "C4H9N5",
  "method": "wB97M-V/def2-TZVPD",
  "relative_energy_kcal_mol": 266.3,
  "lumo_ev": 0.2,
  "total_energy_ha": -431.1829,
  "homo_energy_ev": -7.030,
  "species": ["C", "C", "C", "C", "H", "H", "H", "H", "H", "H", "H", "H", "H", "N", "N", "N", "N", "N"],
  "xyz": [[-1.060, 0.009, 0.409], [0.934, 0.763, 0.038], [0.899, -0.689, -0.709], [-0.641, -0.955, -0.747], [-2.857, -2.702, 0.369], [-3.728, -1.134, -0.244], [-2.825, 0.326, 1.707], [1.792, -0.787, -1.898], [1.375, -1.845, 0.181], [-0.540, -2.004, -0.598], [-1.213, -0.616, -1.684], [3.493, 2.459, -0.820], [3.110, 0.314, -1.465], [-2.843, -1.473, 0.011], [-2.288, -0.351, 1.014], [-0.053, 0.843, 0.872], [2.094, 1.391, 0.141], [3.176, 1.192, -0.537]],
  "forces_ev_per_a": [[2.2, -0.4, 2.1], [7.6, -3.6, -3.1], [2.8, -0.6, -0.7], [2.0, 2.4, -1.2], [-0.2, 5.4, -0.5], [-1.7, -0.1, -0.1], [1.1, -2.3, -2.2], [-3.2, 0.2, 3.6], [-0.9, 3.8, -2.5], [-1.7, -0.7, 0.2], [1.1, -0.8, 1.2], [-0.7, -5.3, 0.3], [0.1, 3.6, 2.8], [1.1, -1.8, 3.6], [0.4, -0.5, -1.5], [-7.8, -1.4, 0.9], [-4.8, 0.6, 1.4], [2.5, 1.4, -4.1]],
  "lowdin_charge": [-0.276, -0.465, -0.135, -0.237, 0.217, 0.018, 0.179, 0.156, 0.203, 0.054, 0.135, 0.210, 0.132, -0.031, -0.004, 0.110, -0.140, -0.127]
}

***

Q: Number 1 is which compound?
A: C4H9N3S